ORCA calculation (wB97M-V/def2-TZVPD) on a molecular structure, C18H20Br4Cl2N2O3SSiZr.

```
! RIJCOSX wB97M-V def2-TZVPD def2/J DEFGRID3
* xyz 0 1
Zr -1.15980 0.41403 0.74696
Cl -3.78010 0.88253 -0.93372
C -3.18931 2.51980 -1.27865
Cl -1.43626 2.42933 -1.53003
H -3.37570 3.12690 -0.39997
H -3.66465 2.88867 -2.17891
C 3.22865 0.13161 -3.36854
Si 2.40694 -1.54354 -3.44798
C 2.16177 -1.98123 -5.25970
C 3.49460 -2.83234 -2.62581
C 0.69764 -1.66519 -2.63481
C -0.15106 -2.68113 -3.04955
C -1.41360 -2.87689 -2.48781
C -1.81247 -2.01246 -1.50032
N -1.02242 -1.01884 -1.07738
C 0.21638 -0.84143 -1.59517
S 1.09085 0.43208 -0.81111
H 4.12555 0.11371 -3.99359
H 3.52017 0.39582 -2.35393
H 2.57223 0.91934 -3.74200
H 3.12398 -1.95833 -5.77643
H 1.50620 -1.25799 -5.74915
H 1.73733 -2.97494 -5.40958
H 4.48156 -2.86976 -3.09248
H 3.05184 -3.82823 -2.69456
H 3.63371 -2.59986 -1.56778
H 0.16998 -3.35258 -3.83807
H -2.06037 -3.67720 -2.81628
H -2.77394 -2.09576 -1.00788
Br 0.45141 4.89235 5.98742
C -0.41209 4.06284 4.53018
C -1.63144 4.53996 4.06414
Br -2.44908 6.03998 4.86473
C -2.26739 3.90153 2.99305
Br -3.92653 4.46957 2.29650
C -1.68789 2.79719 2.39828
O -2.21961 2.09032 1.40714
C -0.43291 2.33557 2.84580
O 0.04254 1.28808 2.18096
C 0.18724 2.95643 3.91455
Br 1.84126 2.25026 4.47687
C 2.14141 -1.74837 3.42931
C 1.13153 -1.54594 2.41086
N 0.32412 -1.37659 1.61817
H 2.45836 -0.77273 3.79819
H 2.99635 -2.27136 3.00460
H 1.72658 -2.32735 4.25220
C -2.74272 -0.75163 3.05074
O -2.41008 -0.76755 1.67922
H -3.17177 -1.71373 3.33989
H -3.47259 0.03592 3.26186
H -1.85642 -0.57083 3.66958
*
```

E = -353327.1976 eV
Frontier orbital gap = 0.2905 Eh
Energy above the lowest of the compared OMol25 structures with the same formula, charge and spin = 57.11 kJ/mol

=====

ORCA calculation (wB97M-V/def2-TZVPD) on a molecular structure, C18H20BrF3FeIN4OS.

```
! RIJCOSX wB97M-V def2-TZVPD def2/J DEFGRID3
* xyz 0 2
Fe -0.54201 -0.34493 0.01604
C -5.67217 1.37053 -1.42805
C -4.63299 2.48337 -1.54006
N -3.74694 2.57209 -0.39629
C -2.62862 1.84849 -0.22719
S -2.14460 0.71815 -1.46140
N -1.94464 2.07345 0.86835
N -0.85981 1.33440 1.06562
C -0.09716 1.66048 2.07144
C -0.41993 2.85345 2.91058
C 0.99822 0.78405 2.35989
C 1.94732 1.04322 3.36179
C 2.95358 0.13820 3.60300
C 3.01421 -1.03620 2.85904
C 2.05796 -1.21894 1.87957
N 1.09869 -0.34305 1.62332
H -6.31898 1.38853 -2.30649
H -5.18680 0.39708 -1.37617
H -6.28847 1.50288 -0.53786
H -4.02254 2.32399 -2.42838
H -5.13268 3.44771 -1.63795
H -4.03780 3.10475 0.40879
H -1.07065 3.51910 2.35381
H -0.94682 2.53893 3.81612
H 0.47812 3.39230 3.20983
H 1.87748 1.95894 3.92990
H 3.69533 0.33563 4.36587
H 3.77542 -1.78033 3.03975
H 2.05656 -2.11586 1.27016
F -2.79685 -1.30349 1.09676
C -1.49444 -1.23315 1.53465
F -1.57135 -0.68587 2.76717
F -1.10251 -2.50512 1.74997
Br 4.21390 1.63647 -3.70015
C 3.97697 -0.14196 -3.10936
C 4.84661 -1.11110 -3.58913
C 4.71249 -2.42697 -3.17880
C 3.70316 -2.77845 -2.29551
C 2.83160 -1.81386 -1.81744
C 2.97051 -0.49324 -2.21736
I 1.61766 0.93547 -1.44622
H 5.62261 -0.82142 -4.28386
H 5.39293 -3.17648 -3.56019
H 3.58658 -3.80706 -1.98117
H 2.02104 -2.08432 -1.15256
C -1.38888 -2.85675 -1.30385
O -0.47755 -1.88119 -0.91141
H -2.13073 -2.44836 -2.00407
H -1.93504 -3.28555 -0.45648
H -0.85795 -3.66805 -1.81400
*
```

E = -158515.7005 eV
Frontier orbital gap (spin up / spin down) = 0.2670 / 0.2697 Eh
Energy above the lowest of the compared OMol25 structures with the same formula, charge and spin = 94.47 kJ/mol
<S²> = 1.04

=====

ORCA calculation (wB97M-V/def2-TZVPD) on a single C18H20BrFN2O2S molecule.

```
! RIJCOSX wB97M-V def2-TZVPD def2/J DEFGRID3
* xyz 0 1
O -3.36509 -0.20357 2.25689
S -3.28922 -0.46362 0.85050
O -4.30479 -1.24868 0.21472
C -1.71257 -1.26838 0.53398
C -0.70689 -1.18803 1.47879
C 0.51381 -1.79355 1.23493
C 0.69650 -2.47228 0.03907
Br 2.37231 -3.29973 -0.30926
C -0.31150 -2.56208 -0.90955
C -1.52843 -1.95318 -0.65203
N -3.20020 0.98005 0.06695
C -3.64174 1.10714 -1.29548
C -2.49446 1.29785 -2.28729
C -1.62940 2.52911 -1.95506
N -0.63478 2.35453 -0.92479
C 0.43824 1.44586 -1.26283
C 1.70331 1.78463 -0.51433
C 2.60729 0.79252 -0.15889
C 3.77657 1.10389 0.51326
C 4.06319 2.41569 0.84681
C 3.15854 3.39532 0.47971
F 3.42604 4.68192 0.79104
C 1.99017 3.10503 -0.19673
C -1.07216 2.24416 0.46204
C -2.58081 2.10382 0.71363
H -0.90121 -0.66902 2.40408
H 1.31112 -1.74228 1.96010
H -0.14675 -3.10308 -1.82876
H -2.34605 -2.02105 -1.35203
H -4.20489 0.20003 -1.51823
H -4.32592 1.96297 -1.36492
H -1.86203 0.40860 -2.30044
H -2.92250 1.42163 -3.28342
H -2.27516 3.36284 -1.67010
H -1.09038 2.83137 -2.85887
H 0.63990 1.54855 -2.33468
H 0.18565 0.38699 -1.07307
H 2.40120 -0.23351 -0.42158
H 4.46844 0.31924 0.77866
H 4.96467 2.68346 1.37406
H 1.30890 3.89250 -0.47428
H -0.74471 3.14298 1.00320
H -0.56675 1.38709 0.92021
H -2.72963 1.96474 1.78697
H -3.10632 3.01382 0.40967
*
```

E = -109660.5881 eV
Frontier orbital gap = 0.3263 Eh

=====

ORCA calculation (wB97M-V/def2-TZVPD) on a single C18H20BrN3O3 molecule.

```
! RIJCOSX wB97M-V def2-TZVPD def2/J DEFGRID3
* xyz 0 1
C 2.78871 4.08893 0.32726
C 2.60444 2.65671 -0.04499
C 3.84770 1.81589 -0.22898
C 4.00897 0.79019 0.92464
C 4.33132 -0.57398 0.42025
C 5.43963 -1.35531 0.53538
C 5.16055 -2.55579 -0.16753
C 3.90563 -2.41740 -0.66267
O 3.38962 -1.21970 -0.31561
N 1.41440 2.23671 -0.15756
N 1.14578 0.94897 -0.48647
C -0.12953 0.49462 -0.52602
O -1.09466 1.18407 -0.25590
C -0.24347 -0.97277 -0.90739
C -0.81445 -1.81102 0.25106
C -2.33471 -1.98167 0.22665
O -2.84297 -3.07773 0.33184
N -3.00161 -0.81002 0.09711
C -4.37544 -0.59197 0.07102
C -5.31712 -1.61404 0.17647
C -6.66678 -1.31798 0.14931
C -7.07656 -0.00345 0.01625
Br -8.94026 0.40191 -0.01889
C -6.15611 1.02580 -0.09166
C -4.80916 0.72856 -0.06421
H 3.36361 4.16225 1.24935
H 3.33923 4.61056 -0.45451
H 1.82133 4.56157 0.46325
H 4.72165 2.46338 -0.27541
H 3.78593 1.28511 -1.18421
H 3.08052 0.74507 1.50231
H 4.80189 1.10617 1.60086
H 6.34189 -1.11236 1.05742
H 5.80931 -3.39891 -0.28307
H 3.28641 -3.06395 -1.25175
H 1.90550 0.29673 -0.67431
H 0.73498 -1.36278 -1.18799
H -0.90269 -1.05156 -1.77490
H -0.54138 -1.36106 1.20921
H -0.39121 -2.81581 0.22201
H -2.43736 0.04209 0.00931
H -4.98842 -2.63438 0.28121
H -7.39604 -2.10910 0.23240
H -6.48976 2.04691 -0.19481
H -4.07931 1.52054 -0.14573
*
```

E = -99645.7446 eV
Frontier orbital gap = 0.3124 Eh
Energy above the lowest of the compared OMol25 structures with the same formula, charge and spin = 85.64 kJ/mol

=====

- E of number 1 (C18H20Br4Cl2N2O3SSiZr)?
  -353327.1976 eV

=====

- Look up the E of the third one.
  -109660.5881 eV

=====

- The highest E belongs to which entry?
  C18H20BrN3O3